Density functional theory data (ωB97M-V/def2-TZVPD) for the molecule C17H12N4O3S3.

- Relative energy (zero: lowest compared OMol25 entry of this formula, charge and spin): 0.000 eV
- Kohn-Sham gap: 7.1329 eV
- Structure (SMILES): O=C1/C(=C/c2nc3ccccc3[nH]2)SC(=S)N1NS(=O)(=O)c1ccccc1

Geometry (Å):
O  -1.19700  1.21002  1.84693
O  2.23460  2.10022  3.44791
O  3.22639  1.18945  1.39720
S  2.05794  -2.12844  0.26707
N  -4.05498  1.42808  -2.49257
S  -0.11610  -0.77124  -1.25564
C  -0.60053  0.64444  0.92521
C  0.92250  -0.92710  0.21273
C  -2.94041  0.79253  -2.16453
C  -2.26785  1.04189  -0.88589
C  -1.16428  0.36592  -0.40841
C  5.36284  -1.83361  5.30837
C  -5.36508  1.04898  -5.99227
C  -4.45641  0.04996  -6.42780
C  5.07379  -2.19710  3.96818
C  4.91665  -0.62435  5.83748
C  -5.32902  1.50438  -4.64529
C  -3.51511  -0.44877  -5.55385
C  4.19788  -1.42693  3.20652
C  4.08435  0.19333  5.03627
C  -4.31755  1.02955  -3.78689
C  -3.40123  0.08708  -4.25215
C  3.70858  -0.21228  3.72712
N  -2.57258  -0.05969  -3.18948
N  0.52473  -0.09101  1.23770
N  1.18459  -0.02507  2.51302
S  2.64427  0.90483  2.71050
H  -2.77100  1.70582  -0.26475
H  5.97684  -2.46928  5.96108
H  -6.05613  1.45256  -6.71452
H  -4.49757  -0.27242  -7.45717
H  5.51048  -3.08941  3.55135
H  5.23238  -0.31484  6.81981
H  -6.02494  2.25789  -4.32673
H  -2.82160  -1.21187  -5.86182
H  3.96452  -1.73766  2.18303
H  3.85992  1.18243  5.44079
H  -1.74763  -0.65121  -3.13088
H  0.53375  0.30289  3.21233

In elementary charge units, the Mulliken charges are:
1. O -0.618
2. O -0.637
3. O -0.596
4. S -0.282
5. N -0.760
6. S -0.298
7. C 0.429
8. C 0.467
9. C 0.549
10. C -0.835
11. C 0.448
12. C -0.322
13. C -0.431
14. C -0.502
15. C -0.695
16. C -0.565
17. C -0.629
18. C -0.777
19. C -0.088
20. C -0.193
21. C 0.688
22. C 0.400
23. C 0.229
24. N 0.116
25. N 0.228
26. N -0.783
27. S 1.290
28. H 0.538
29. H 0.332
30. H 0.385
31. H 0.384
32. H 0.390
33. H 0.400
34. H 0.423
35. H 0.377
36. H 0.124
37. H 0.379
38. H 0.075
39. H 0.360



Density functional theory data (ωB97M-V/def2-TZVPD) for a cluster of 2 separate species, C10H15NO3 in total.

- Relative energy (zero: lowest compared OMol25 entry of this formula, charge and spin): 4.457 eV
- Kohn-Sham gap: 8.0058 eV
- Structure (SMILES): C=Cn1c(O)ccc1O.CC1(C)CO1

Geometry (Å):
C  4.36091  1.37354  0.25050
C  4.36206  1.16689  1.62320
C  3.23523  0.74510  -0.25529
C  3.26954  0.39177  1.92966
C  -2.29384  -1.30726  -0.60869
C  -3.04968  -0.25009  -1.05944
C  -4.46810  0.25728  -0.44054
C  -3.03081  0.20970  -2.58106
C  0.78530  -1.32205  1.57679
C  1.28541  -0.37072  0.74547
N  2.51649  0.19185  0.77443
O  -1.91891  -0.03969  -0.27118
O  2.70731  0.67564  -1.57076
O  2.73171  0.00311  3.09454
H  4.83867  2.09921  -0.40788
H  5.13099  1.37873  2.30173
H  -2.83608  -1.85215  0.22610
H  -5.02206  0.75873  -1.26672
H  -4.13831  0.76814  0.44461
H  -5.06541  -0.60984  -0.17052
H  -2.00955  0.11639  -2.92743
H  -3.38390  1.28636  -2.63030
H  -3.76845  -0.28865  -3.11639
H  -0.20767  -1.67334  1.26768
H  -1.60145  -1.71240  -1.32851
H  1.19792  -1.85301  2.40773
H  0.61660  -0.15134  -0.12815
H  2.58102  -0.22408  -1.84615
H  3.17505  0.23217  3.96657

In elementary charge units, the Mulliken charges are:
1. C -0.614
2. C -0.782
3. C 0.278
4. C 0.421
5. C -0.494
6. C 1.017
7. C -1.231
8. C -1.557
9. C -0.947
10. C 0.128
11. N 0.221
12. O -0.467
13. O -0.543
14. O -0.530
15. H 0.367
16. H 0.428
17. H 0.251
18. H 0.359
19. H 0.343
20. H 0.310
21. H 0.411
22. H 0.349
23. H 0.392
24. H 0.118
25. H 0.315
26. H 0.314
27. H 0.463
28. H 0.332
29. H 0.350



Density functional theory data (ωB97M-V/def2-TZVPD) for the molecule C4H5N2OP.

- Relative energy (zero: lowest compared OMol25 entry of this formula, charge and spin): 3.142 eV
- Kohn-Sham gap: 7.9632 eV

Geometry (Å):
C  2.49239  -0.01062  0.15781
C  1.49217  -0.91204  0.29923
C  0.66733  1.14739  0.09532
C  -0.79361  -0.97247  -0.24355
N  1.93550  1.28130  0.08075
N  0.26041  -0.27645  0.12100
O  -2.52955  1.22823  0.19191
P  -2.35108  -0.06765  -0.42390
H  3.48107  -0.06017  0.39564
H  1.57371  -1.94104  0.41914
H  -0.03901  1.95842  0.46931
H  -3.04959  -0.33223  -1.76132
H  -3.13973  -1.04269  0.19866

In elementary charge units, the Mulliken charges are:
1. C -0.506
2. C -0.228
3. C 0.055
4. C -0.296
5. N -0.448
6. N 0.202
7. O -0.583
8. P 0.356
9. H 0.431
10. H 0.465
11. H 0.349
12. H 0.131
13. H 0.072



Density functional theory data (ωB97M-V/def2-TZVPD) for a cluster of 2 separate species, CH3NO2S in total.

- Relative energy (zero: lowest compared OMol25 entry of this formula, charge and spin): 5.250 eV
- Kohn-Sham gap (spin up / spin down): 6.3046 / 6.3398 eV

Geometry (Å):
C  1.18616  -2.28933  -0.00244
N  3.29359  0.41576  0.09620
O  3.99584  -0.28332  -0.52693
O  3.45368  1.27183  0.88154
S  0.64767  -0.57531  0.02461
H  1.25459  -2.92504  0.91042
H  2.20365  -2.42860  -0.50970
H  0.48671  -2.93083  -0.67391

In elementary charge units, the Mulliken charges are:
1. C -0.712
2. N 0.652
3. O -0.335
4. O -0.363
5. S -0.050
6. H 0.299
7. H 0.240
8. H 0.270